# 1
# C3H4N2O

An isolated molecule of C3H4N2O (ωB97M-V/def2-TZVPD, OMol25).

* E_tot: -8201.1434 eV
* frontier orbital gap: 9.41 eV
* molecular weight: 84.08 g/mol
* relative energy (zero: lowest compared OMol25 entry of this formula, charge and spin): 2.742 eV
* HOMO level: -9.48 eV

Structure (ORCA input):
```
! wB97M-V def2-TZVPD RIJCOSX def2/J DEFGRID3
* xyz 0 1
O -2.01363 0.05108 0.35490
C -0.75725 -0.18939 -0.16722
C 0.36157 0.79087 -0.03510
C 1.46501 0.04119 -0.06357
N 1.13260 -1.35441 -0.06609
N -0.10629 -1.51009 0.02560
H -1.95346 0.36775 1.26394
H 0.27065 1.86870 0.01958
H 2.51057 0.31879 -0.09128
H -0.90979 -0.38450 -1.24075
*
```

# 2
# C33H35I2N8O4SV

A structure of composition C33H35I2N8O4SV in a non-equilibrium geometry (ωB97M-V/def2-TZVPD, OMol25).

* E_tot: -107619.8503 eV
* frontier orbital gap (spin up / spin down): 7.45 / 7.77 eV
* molecular weight: 944.51 g/mol
* relative energy (zero: lowest compared OMol25 entry of this formula, charge and spin): 2.264 eV
* HOMO level (spin up / spin down): -10.53 / -10.58 eV

Structure (ORCA input):
```
! wB97M-V def2-TZVPD RIJCOSX def2/J DEFGRID3
* xyz 1 2
V -0.37381 0.37183 -1.86952
N -2.35696 2.54791 -5.09141
C -1.61173 1.74978 -4.31313
S -0.97032 2.39368 -2.82065
N -1.36002 0.53746 -4.70085
N -0.61720 -0.18360 -3.84843
C -0.08454 -1.28023 -4.27774
C 1.11668 -1.81266 -3.69408
C 1.68897 -3.01848 -4.11237
C 2.97789 -3.33655 -3.74854
C 3.75763 -2.39504 -3.07722
C 3.22673 -1.18008 -2.69172
C 1.86433 -0.91941 -2.88359
O 1.24255 0.12424 -2.37148
H -2.46848 3.51669 -4.85822
H -2.68185 2.20424 -5.97868
H -0.41543 -1.66612 -5.23890
H 1.10390 -3.69674 -4.72086
H 3.40467 -4.28816 -4.03155
H 4.79247 -2.61841 -2.85396
H 3.85678 -0.42234 -2.24083
O -3.20493 4.80950 3.47944
C -4.05899 3.90373 2.81487
C -3.27316 3.13102 1.79361
C -3.90270 2.50609 0.72372
C -3.12327 1.81946 -0.18856
N -1.80648 1.71339 -0.08438
C -1.18983 2.32193 0.92212
C -1.89161 3.04193 1.88351
C 0.28566 2.26902 0.86807
C 1.06768 2.80265 1.88173
C 2.44781 2.86976 1.73707
C 3.28161 3.52648 2.81057
O 2.70922 4.73613 3.26397
C 2.99288 2.38518 0.56172
C 2.14767 1.84237 -0.39093
N 0.82902 1.76783 -0.25518
H -3.72832 5.38898 4.03902
H -4.88537 4.42112 2.31677
H -4.49564 3.18844 3.52518
H -4.97432 2.57044 0.58857
H -3.57324 1.35704 -1.06112
H -1.39940 3.57053 2.68539
H 0.62077 3.19823 2.78186
H 4.30476 3.67278 2.45089
H 3.31959 2.87870 3.68891
H 2.74936 5.39487 2.56321
H 4.05814 2.42848 0.37862
H 2.55346 1.48917 -1.32597
I -4.39542 -0.95884 -3.40568
C -3.88328 -1.60718 -1.48180
C -4.84341 -2.40003 -0.83374
C -4.66300 -2.80622 0.45437
I -6.15492 -3.99247 1.34463
C -3.50921 -2.40538 1.16536
C -3.26805 -2.72150 2.51906
C -2.14437 -2.25682 3.13911
C -1.24346 -1.48227 2.39299
N -1.41963 -1.18045 1.13051
C -2.52816 -1.62242 0.49771
C -2.69387 -1.23132 -0.88078
O -1.74311 -0.49286 -1.45617
H -5.74231 -2.66922 -1.36865
H -3.98140 -3.33363 3.05313
H -1.94159 -2.48284 4.17603
H -0.34250 -1.09724 2.86253
C 2.57027 -1.76570 2.70521
C 3.03036 -2.00550 1.26968
C 2.78298 -3.46135 0.84944
C 4.52070 -1.68809 1.15316
N 2.35695 -1.04171 0.37999
N 0.98187 -1.25349 0.12292
H 3.11854 -2.41486 3.38784
H 1.50415 -1.97127 2.81957
H 2.76005 -0.72690 2.97886
H 3.46408 -4.12692 1.37949
H 2.95681 -3.57715 -0.22355
H 1.76494 -3.78343 1.07696
H 5.09139 -2.28194 1.86557
H 4.69617 -0.63110 1.35787
H 4.88861 -1.91508 0.14980
H 2.83316 -1.06668 -0.50752
H 0.45127 -0.94105 0.92342
H 0.77277 -2.24032 -0.02631
*
```

# 3
# C9H12N3

A cluster of 2 separate species, C9H12N3 in total in a non-equilibrium geometry (ωB97M-V/def2-TZVPD, OMol25).

* E_tot: -13984.4101 eV
* frontier orbital gap (spin up / spin down): 7.47 / 5.68 eV
* molecular weight: 162.22 g/mol
* relative energy (zero: lowest compared OMol25 entry of this formula, charge and spin): 3.600 eV
* HOMO level (spin up / spin down): -11.31 / -12.09 eV

Structure (ORCA input):
```
! wB97M-V def2-TZVPD RIJCOSX def2/J DEFGRID3
* xyz 1 3
C -1.62996 -1.88091 -0.89836
C -1.60994 0.49834 -0.24324
C -2.96616 -1.79315 -0.59612
C -1.02753 -0.63852 -0.74968
C -3.09930 0.40945 -0.07424
C 1.45533 2.11571 -0.65070
C 2.04420 -0.16051 0.02615
C -3.84668 1.50908 0.46316
C 4.15350 -1.47957 0.53483
N -3.62436 -0.73318 -0.17172
N 1.91201 0.93894 -0.39768
N 2.71512 -1.30355 0.19242
H -1.24372 -2.80797 -1.25985
H -1.12330 1.38012 -0.03360
H -3.55808 -2.64898 -0.96241
H 1.46026 2.87616 0.16123
H 1.50135 2.41210 -1.66909
H -4.69349 1.70271 -0.39751
H -4.45550 1.10742 1.25375
H -3.25808 2.41778 0.58029
H 4.63699 -2.14292 -0.12912
H 4.77670 -0.53197 0.49271
H 4.13782 -1.92773 1.48069
H 2.13464 -2.22563 0.23624
*
```